1:
Formula: CH3N3OS
Source: the Open Molecules 2025 dataset
Level of theory: ωB97M-V/def2-TZVPD

Properties
Molecular weight (g mol⁻¹): 105.12
Kohn-Sham gap (Eh): 0.3044
2S+1: 1

Last column: Löwdin charge in e.
Positions of all 9 atoms, in Å:
C  -0.439  -0.296  1.318  0.048
N  -0.694  0.602  -0.817  -0.081
N  2.354  -0.615  -0.868  -0.284
N  -1.100  0.141  0.284  -0.241
O  1.240  1.019  -2.400  -0.426
S  1.164  0.156  -1.251  0.707
H  0.585  -0.098  1.240  0.035
H  -1.051  -0.864  2.026  0.097
H  -2.058  -0.044  0.469  0.146

---

2:
Formula: CH3N3OS
Source: the Open Molecules 2025 dataset
Level of theory: ωB97M-V/def2-TZVPD

Properties
Molecular weight (g mol⁻¹): 105.12
Kohn-Sham gap (Eh): 0.3574
2S+1: 1

Last column: Löwdin charge in e.
Positions of all 9 atoms, in Å:
C  -0.531  -0.382  -0.123  -0.258
N  -1.217  1.882  0.243  -0.022
N  -2.366  1.338  -0.213  -0.267
N  -0.249  1.030  0.184  -0.121
O  -2.742  -1.102  0.755  -0.534
S  -2.378  -0.333  -0.442  0.857
H  0.129  -0.375  -1.010  0.095
H  -0.168  -1.070  0.675  0.110
H  0.575  1.310  0.691  0.140

---

Of them, 1 has the lowest stability.

---

1:
Formula: ClHNO2S
Source: the Open Molecules 2025 dataset
Level of theory: ωB97M-V/def2-TZVPD

Properties
Molecular weight (g mol⁻¹): 114.53
Kohn-Sham gap (Eh): 0.2799
Total charge: -1
2S+1: 1

Last column: Löwdin charge in e.
Positions of all 6 atoms, in Å:
N  -1.180  -0.093  -0.388  -0.699
O  1.676  -0.791  -1.005  -0.534
O  1.090  -0.412  1.251  -0.546
S  1.011  0.108  -0.089  0.587
Cl  -1.656  1.581  -0.412  0.240
H  -0.941  -0.393  0.643  -0.048

---

2:
Formula: ClHNO2S
Source: the Open Molecules 2025 dataset
Level of theory: ωB97M-V/def2-TZVPD

Properties
Molecular weight (g mol⁻¹): 114.53
Kohn-Sham gap (Eh): 0.3410
Total charge: -1
2S+1: 1
SMILES: N=[S@](=O)([O-])Cl

Last column: Löwdin charge in e.
Positions of all 6 atoms, in Å:
N  -1.090  0.214  -0.741  -0.261
S  0.153  -0.256  0.001  0.218
O  0.856  -1.290  -0.712  -0.417
O  0.066  -0.509  1.408  -0.422
Cl  1.744  1.517  -0.013  -0.107
H  -1.728  0.325  0.057  -0.011

---

3:
Formula: ClHNO2S
Source: the Open Molecules 2025 dataset
Level of theory: ωB97M-V/def2-TZVPD

Properties
Molecular weight (g mol⁻¹): 114.53
Kohn-Sham gap (Eh): 0.2929
Total charge: -1
2S+1: 1
SMILES: N=[S@](=O)([O-])Cl

Last column: Löwdin charge in e.
Positions of all 6 atoms, in Å:
N  -0.006  -1.715  0.114  -0.199
S  0.074  0.388  -0.217  0.286
O  0.115  0.695  -1.641  -0.483
O  0.940  1.298  0.530  -0.498
Cl  -1.847  0.978  0.471  0.107
H  0.724  -1.644  0.744  -0.213

---

4:
Formula: ClHNO2S
Source: the Open Molecules 2025 dataset
Level of theory: ωB97M-V/def2-TZVPD

Properties
Molecular weight (g mol⁻¹): 114.53
Kohn-Sham gap (Eh): 0.3116
Total charge: -1
2S+1: 1

Last column: Löwdin charge in e.
Positions of all 6 atoms, in Å:
N  0.171  -0.597  0.472  -0.267
O  -2.320  -0.501  0.424  -0.372
O  -1.053  1.157  -0.946  -0.360
S  -1.061  0.098  0.042  0.582
Cl  2.989  0.070  -0.138  -0.390
H  1.274  -0.227  0.145  -0.193

---

Of them, 3 has the lowest stability.

---

1:
Formula: C3H9N4O
Source: the Open Molecules 2025 dataset
Level of theory: ωB97M-V/def2-TZVPD

Properties
Molecular weight (g mol⁻¹): 117.13
Kohn-Sham gap (Eh): 0.3737
Total charge: +1
2S+1: 1
SMILES: [H]/N=C1/[C@H](O)C[NH2+]N1N

Last column: Löwdin charge in e.
Positions of all 17 atoms, in Å:
H  -1.628  -2.232  -0.403  0.077
N  -0.569  -2.196  -0.327  0.164
C  -0.202  -0.944  -0.135  -0.354
C  1.271  -0.566  -0.251  -0.325
O  2.055  -0.697  0.851  -0.001
C  1.115  1.010  -0.609  -0.018
N  0.022  1.310  0.329  0.122
N  -0.902  0.182  0.158  -0.142
N  -2.244  0.459  0.450  0.119
H  1.743  -1.207  -1.066  0.180
H  2.006  -1.676  1.140  0.178
H  2.051  1.585  -0.531  0.152
H  0.752  1.072  -1.659  0.153
H  0.434  1.111  1.312  0.235
H  -0.512  2.161  0.057  0.209
H  -2.663  -0.189  1.093  0.109
H  -2.728  0.818  -0.409  0.140

---

2:
Formula: C3H9N4O
Source: the Open Molecules 2025 dataset
Level of theory: ωB97M-V/def2-TZVPD

Properties
Molecular weight (g mol⁻¹): 117.13
Kohn-Sham gap (Eh): 0.3687
Total charge: +1
2S+1: 1
SMILES: NCC(=O)NC(N)=[NH2+]

Last column: Löwdin charge in e.
Positions of all 17 atoms, in Å:
N  -1.350  0.981  -0.537  -0.044
C  -2.043  0.108  0.274  -0.207
C  -1.296  -1.280  0.306  -0.402
O  -1.941  -2.258  0.458  0.167
N  0.064  -1.386  -0.023  0.183
C  1.199  -0.664  -0.123  -0.247
N  1.244  0.800  0.333  0.146
N  2.358  -1.134  -0.593  0.198
H  -1.338  0.671  -1.528  0.129
H  -1.911  1.859  -0.482  0.130
H  -3.059  -0.134  -0.034  0.125
H  -2.144  0.507  1.392  0.183
H  0.178  -2.365  -0.414  0.203
H  2.117  1.287  0.225  0.088
H  0.394  1.382  0.133  0.077
H  2.554  -2.068  -0.934  0.141
H  3.269  -0.896  -0.275  0.130

---

Of them, 1 has the lowest stability.